(1)
Entry from the Open Molecules 2025 dataset: a cluster of 5 separate species, C39H54ClNO16 in total at a distorted geometry (the ωB97M-V functional and the def2-TZVPD basis).

For the strongest force on any atom, the calculation gives 1.42 eV Å⁻¹. Its molecular weight is 828.31 g/mol. The calculation puts the HOMO energy at -9.075 eV. As for the orbital gap: 7.99 eV. As for the energy above the lowest of the compared OMol25 structures with the same formula, charge and spin: 0.0 kcal/mol. Its SMILES is COCCCCCCCCc1cc(Cl)cc2c1C(=O)C=C(CC(=O)N(C)C)C2=O.C[C@@H]1COC(=O)O1.C[C@@H]1COC(=O)O1.C[C@@H]1COC(=O)O1.C[C@@H]1COC(=O)O1.

ORCA input file:
```
! RIJCOSX wB97M-V def2-TZVPD def2/J DEFGRID3
* xyz 0 1
C 3.5454 -3.7885 1.7307
O 3.6708 -2.9356 0.6142
C 3.6945 -1.5667 0.9783
C 2.9668 -0.6849 -0.0478
C 2.4863 -1.4054 -1.2979
C 1.6419 -0.4377 -2.1263
C 0.2367 -0.3201 -1.5463
C -0.4468 1.0181 -1.8172
C -1.9641 0.9440 -1.9948
C -2.7873 1.1248 -0.7012
C -2.1461 0.3888 0.4433
C -1.3488 1.1731 1.3016
C -0.6358 0.5608 2.3259
Cl 0.3987 1.5237 3.3441
C -0.6969 -0.8116 2.5416
C -1.5005 -1.5953 1.7159
C -2.2351 -1.0074 0.6657
C -3.0303 -1.9243 -0.1749
O -3.6101 -1.6054 -1.1921
C -3.1423 -3.3288 0.2482
C -2.4544 -3.9002 1.2397
C -2.7065 -5.3492 1.5812
C -1.4554 -6.2050 1.7298
O -0.9548 -6.3388 2.8090
N -0.8923 -6.8405 0.6113
C 0.5109 -6.4715 0.4186
C -1.6535 -6.7907 -0.6363
C -1.4943 -3.0634 1.9906
O -0.7182 -3.5117 2.7872
H 4.3344 -3.6134 2.4631
H 2.5713 -3.6411 2.2054
H 3.5982 -4.8153 1.3844
H 4.7311 -1.2375 1.0959
H 3.2379 -1.4573 1.9633
H 2.1400 -0.2015 0.4674
H 3.6204 0.1079 -0.3906
H 3.3387 -1.7922 -1.8496
H 1.8610 -2.2445 -1.0022
H 1.5490 -0.8682 -3.1240
H 2.1370 0.5268 -2.1941
H 0.3215 -0.4171 -0.4617
H -0.3845 -1.1590 -1.8550
H -0.2222 1.7321 -1.0308
H -0.0323 1.4479 -2.7279
H -2.2584 0.0263 -2.4904
H -2.2541 1.7590 -2.6474
H -3.7822 0.7521 -0.9238
H -2.8991 2.1682 -0.4600
H -1.3028 2.2335 1.1148
H -0.1163 -1.2716 3.3253
H -3.8412 -3.9308 -0.3079
H -3.3908 -5.7233 0.8318
H -3.2262 -5.4026 2.5337
H 1.1259 -7.3447 0.2161
H 0.8972 -5.9841 1.3037
H 0.6140 -5.7992 -0.4359
H -1.4716 -5.8589 -1.1802
H -1.3014 -7.5957 -1.2772
H -2.7067 -6.9643 -0.4747
C -0.0566 6.9952 -3.8870
C -0.0335 5.5816 -3.3632
C -0.9827 4.6283 -4.0573
O -1.2930 3.6846 -3.0182
C -1.1223 4.3287 -1.8322
O -1.4609 3.8905 -0.7759
O -0.5225 5.5190 -2.0093
H 0.1590 7.0093 -4.9553
H -1.0308 7.4538 -3.7120
H 0.6880 7.6046 -3.3764
H 0.9858 5.1877 -3.3642
H -0.5273 4.1156 -4.9009
H -1.9095 5.1085 -4.3809
C 2.8115 4.9424 5.9480
C 3.4862 5.2225 4.6293
C 2.9722 4.4056 3.4641
O 4.1309 4.3110 2.6260
C 5.2251 4.4299 3.4172
O 6.3376 4.2100 3.0603
O 4.8724 4.8277 4.6581
H 1.7350 5.0912 5.8647
H 3.0076 3.9184 6.2670
H 3.1934 5.6048 6.7241
H 3.4494 6.2909 4.4007
H 2.1566 4.8850 2.9287
H 2.6690 3.4002 3.7546
C -8.8496 -3.0151 -1.6590
C -8.1443 -3.3484 -0.3690
C -6.6568 -3.0702 -0.3654
O -6.1689 -4.0560 0.5593
C -7.0378 -5.0981 0.5531
O -6.8256 -6.1509 1.0590
O -8.1662 -4.7669 -0.1153
H -8.6888 -1.9699 -1.9227
H -8.4846 -3.6486 -2.4678
H -9.9214 -3.1880 -1.5673
H -8.6337 -2.8531 0.4739
H -6.4038 -2.0715 -0.0189
H -6.1915 -3.2398 -1.3390
C 6.9752 4.1045 -1.3745
C 5.5949 3.6306 -0.9997
C 5.2994 2.1877 -1.3378
O 3.8807 2.2084 -1.5636
C 3.5481 3.4631 -1.9525
O 2.4861 3.7666 -2.4006
O 4.5802 4.3094 -1.7734
H 7.7326 3.4774 -0.9054
H 7.1086 4.0807 -2.4571
H 7.1290 5.1319 -1.0473
H 5.3975 3.8290 0.0517
H 5.5419 1.5022 -0.5290
H 5.7918 1.8555 -2.2551
*
```

---

(2)
Entry from the Open Molecules 2025 dataset: a cluster of 2 separate species, C39H54F2N2O3S2 in total at a distorted geometry (the ωB97M-V functional and the def2-TZVPD basis).

For the strongest force on any atom, the calculation gives 4.48 eV Å⁻¹. Its molecular weight is 701.00 g/mol. The calculation puts the HOMO energy at -8.282 eV. As for the orbital gap: 7.54 eV. Its SMILES is C#CCC(CC#C)O[C@](CCCSC(=S)N(c1ccccc1)c1ccccc1)([C@H](F)OCCCCCCCCC)[C@@H](C)F.CN(C)C=O.

ORCA input file:
```
! RIJCOSX wB97M-V def2-TZVPD def2/J DEFGRID3
* xyz 0 1
C -4.7832 -2.4104 4.6838
C -4.3871 -2.0742 3.5729
C -3.5964 -1.9577 2.2061
C -3.8747 -3.2010 1.2624
C -3.1585 -4.5735 1.7594
C -2.1434 -4.3716 2.9199
C -1.3383 -4.2574 3.8400
O -3.7936 -2.9782 -0.1418
C -2.6727 -2.2772 -0.6377
C -1.2441 -2.6087 -0.0342
C -0.0053 -2.1553 -0.9804
C 1.1525 -1.4969 -0.0597
S 1.0057 0.3413 -0.2387
C 2.5134 1.1678 0.3808
S 2.2979 2.3016 1.5871
N 3.8061 0.8277 -0.2256
C 4.9229 0.9064 0.7152
C 6.1803 1.7048 0.4727
C 7.2281 1.6514 1.5696
C 7.0812 0.8605 2.8249
C 5.8325 0.0467 3.0613
C 4.7887 0.0822 1.9908
C 3.9934 1.6653 -1.4182
C 3.9778 3.1641 -1.4524
C 4.1925 3.9266 -2.7455
C 4.4026 3.1975 -4.0512
C 4.3849 1.7007 -4.0047
C 4.1958 0.9280 -2.7270
C -2.5773 -2.7185 -2.2032
C -2.1605 -4.2354 -2.3885
F -3.9482 -2.6258 -2.6796
C -2.8545 -0.6732 -0.7247
F -2.1273 -0.0003 0.3319
O -4.2351 -0.2980 -0.7442
C -4.2600 0.9427 -1.5245
C -5.5892 1.7807 -1.2980
C -5.5722 2.3306 0.2032
C -5.9738 3.8908 0.2165
C -4.6335 4.7722 0.0380
C -3.9856 4.9161 1.4803
C -2.5437 5.5936 1.5060
C -1.3985 4.5404 1.8447
C -1.1975 3.6335 0.5234
H -5.0446 -2.6772 5.7380
H -4.0165 -1.0142 1.7162
H -2.5168 -1.7385 2.4312
H -4.9798 -3.4357 1.4516
H -2.6178 -5.0594 0.8812
H -3.9406 -5.3404 2.0773
H -0.6325 -4.5169 4.6769
H -1.1234 -3.7377 0.0778
H -1.0190 -2.1630 0.9751
H 0.4409 -3.0543 -1.4988
H -0.3027 -1.3251 -1.6998
H 1.0741 -1.7987 1.0257
H 2.1746 -1.8131 -0.4250
H 6.3351 2.3130 -0.4578
H 8.1702 2.2356 1.3871
H 7.8951 0.8700 3.5997
H 5.6775 -0.5514 4.0062
H 3.8382 -0.5114 2.1535
H 3.8152 3.7619 -0.5035
H 4.1755 5.0579 -2.7947
H 4.5657 3.7028 -5.0398
H 4.5029 1.0728 -4.9424
H 4.2009 -0.2213 -2.6962
H -1.9956 -1.9828 -2.8248
H -1.1493 -4.3955 -2.8615
H -2.9349 -4.7190 -3.0730
H -2.2569 -4.7896 -1.4001
H -2.4125 -0.2503 -1.6861
H -3.4024 1.6053 -1.1550
H -4.0837 0.7728 -2.6301
H -6.4969 1.1668 -1.5658
H -5.4996 2.6984 -1.9747
H -4.4876 2.3001 0.5611
H -6.2620 1.6867 0.8216
H -6.4818 4.1183 1.2049
H -6.6279 4.0804 -0.6858
H -3.9732 4.2066 -0.7018
H -4.8570 5.7730 -0.4505
H -4.7247 5.5157 2.1082
H -3.9372 3.8754 1.9508
H -2.3265 6.0053 0.4746
H -2.5325 6.4051 2.2940
H -0.4271 5.0095 2.1874
H -1.6957 3.7948 2.6604
H -0.5871 4.2329 -0.2144
H -0.6671 2.6888 0.8405
H -2.1851 3.3272 0.0716
C 4.4912 -3.5217 -2.4911
O 4.6530 -2.5748 -3.2386
N 5.1984 -3.7516 -1.3560
C 4.9502 -4.9034 -0.5125
C 6.2381 -2.8114 -0.9746
H 3.7275 -4.2921 -2.6892
H 4.6684 -4.5614 0.4865
H 5.8617 -5.5026 -0.4474
H 4.1468 -5.5188 -0.9188
H 5.7962 -1.8209 -0.8423
H 6.9829 -2.7575 -1.7717
H 6.7156 -3.1262 -0.0472
*
```